Molecular formula: IY2
Method: DFT, ωB97M-V with the def2-TZVPD basis set

The spin multiplicity is 2. The value obtained for the energy is -370.37658 Eh. As for the net charge: +6. The calculation puts the HOMO energy (alpha / beta) at -39.01 / -38.64 eV.

Cartesian coordinates (Å):
Y1 -0.549 2.385 1.556
Y2 0.708 -2.562 -1.139
I1 -0.159 0.177 -0.416

Atomic partial charges in e from the natural (NBO) method, atoms 1 to 2: 2.8935, 2.8893